No. 1
2 unconnected molecules or ions with the total composition C9H17ClIN4O, computed with ωB97M-V/def2-TZVPD.

Calculated values
- orbital gap (eV) = 7.0
- HOMO energy (eV) = -11.816
- E_LUMO (eV) = -4.82

```
! wB97M-V def2-TZVPD RIJCOSX def2/J DEFGRID3
* xyz 1 1
C -4.44831 4.07361 -0.59320
C -3.18441 3.52979 -0.75865
C -2.55797 2.97026 0.40808
N -2.55459 3.54712 1.64334
Cl -3.21421 5.01020 2.11484
C -1.88170 2.72038 2.50598
I -1.54775 2.98780 4.53050
C -1.45112 1.63688 1.80851
N -1.89164 1.82254 0.51830
N -1.70352 0.90823 -0.52165
H -4.62913 5.13762 -0.69435
H -5.23967 3.38834 -0.30300
H -2.69043 3.46401 -1.72223
H -0.89253 0.79048 2.15596
H -1.38650 1.42452 -1.33885
H -0.90456 0.32804 -0.27946
C 3.47639 -1.43421 -0.98962
C 2.30659 -1.56774 -0.02180
C 2.11362 -2.98691 0.52837
O 1.50924 -3.88441 -0.37676
C 2.38935 -4.49430 -1.30938
N 1.08638 -1.07451 -0.68042
H 3.25348 -1.86357 -1.96572
H 3.71571 -0.38298 -1.14895
H 4.36765 -1.92314 -0.59508
H 2.51766 -0.91722 0.83252
H 1.42773 -2.92880 1.37939
H 3.05653 -3.39534 0.91076
H 3.37189 -4.68535 -0.87071
H 2.49665 -3.88449 -2.20896
H 1.94790 -5.44524 -1.60254
H 0.33426 -1.09315 0.00491
H 0.80700 -1.77847 -1.36012
*
```

No. 2
A molecular structure, C4H3Br2ClO3, computed with ωB97M-V/def2-TZVPD.

Calculated values
- orbital gap (alpha / beta) (eV) = 6.6 / 5.9
- relative energy (zero: lowest compared OMol25 entry of this formula, charge and spin) (kJ/mol) = 250.4
- ⟨S²⟩ = 2.006
- HOMO energy (alpha / beta) (eV) = -6.333 / -10.762
- E_LUMO (alpha / beta) (eV) = 0.24 / -4.87

```
! wB97M-V def2-TZVPD RIJCOSX def2/J DEFGRID3
* xyz 0 3
C -0.04587 2.02261 0.39662
C 0.32594 -0.16814 -0.15189
C -0.51687 -0.29338 1.10112
C 0.03156 -1.08256 -1.37501
O 0.39412 3.12535 0.26399
O 0.20159 1.10848 -0.63101
O -0.59107 1.41365 1.41225
Cl 2.07666 -0.38807 0.27301
Br -2.32136 -0.64508 0.93026
Br 0.20274 -1.24769 2.58830
H 0.50269 -2.06689 -1.07277
H 0.67243 -0.54172 -2.06300
H -0.93255 -1.23656 -1.67187
*
```

No. 3
2 unconnected molecules or ions with the total composition C3H9NO, computed with ωB97M-V/def2-TZVPD.

Calculated values
- orbital gap (eV) = 9.5
- relative energy (zero: lowest compared OMol25 entry of this formula, charge and spin) (kJ/mol) = 169.0
- HOMO energy (eV) = -8.459
- E_LUMO (eV) = 1.03
- structure (SMILES) = C=CNC.O

```
! wB97M-V def2-TZVPD RIJCOSX def2/J DEFGRID3
* xyz 0 1
C 0.43587 -0.67795 -1.11826
C -0.22446 0.00772 -0.19362
N 0.35641 1.05267 0.53899
C -0.54270 2.17816 0.79311
H 1.36174 -0.36124 -1.58913
H 0.05270 -1.53346 -1.65306
H -1.22732 -0.26535 0.10378
H 1.20318 1.36413 0.08322
H -1.55432 1.97742 0.45413
H -0.58207 2.47347 1.84786
H -0.21740 3.12088 0.34168
O 0.05417 -3.34618 0.25266
H 0.16329 -3.06908 -0.65846
H 0.72091 -2.92118 0.79711
*
```

No. 4
A molecular structure, C6H5FI4V, computed with ωB97M-V/def2-TZVPD.

Calculated values
- orbital gap (alpha / beta) (eV) = 6.1 / 6.8
- relative energy (zero: lowest compared OMol25 entry of this formula, charge and spin) (kJ/mol) = 1466.7
- ⟨S²⟩ = 2.018
- HOMO energy (alpha / beta) (eV) = -3.386 / -4.176
- E_LUMO (alpha / beta) (eV) = 2.67 / 2.66

```
! wB97M-V def2-TZVPD RIJCOSX def2/J DEFGRID3
* xyz -1 3
V 0.15964 -0.49964 -2.86103
I 0.63669 -0.29506 -5.02406
I -1.09465 -2.13234 -2.64145
I -0.53515 1.47180 -2.45300
I 2.00188 -0.88240 -1.92651
F -0.36872 -0.61226 -1.32385
C -0.22628 -0.20682 -0.04425
C -0.75789 -0.97760 0.95971
C -0.59985 -0.57066 2.32312
C 0.11841 0.59474 2.61412
C 0.51565 1.45113 1.56896
C 0.36225 1.01586 0.26170
H -1.18187 -1.90963 0.61625
H -0.89414 -1.29310 3.07003
H 0.20470 0.81845 3.66717
H 0.96900 2.41116 1.76693
H 0.69033 1.61638 -0.57384
*
```

No. 5
2 unconnected molecules or ions with the total composition C6H14N2O2, computed with ωB97M-V/def2-TZVPD.

Calculated values
- orbital gap (eV) = 9.6
- relative energy (zero: lowest compared OMol25 entry of this formula, charge and spin) (kJ/mol) = 510.3
- HOMO energy (eV) = -8.813
- E_LUMO (eV) = 0.74
- structure (SMILES) = CC1(C)OC1=O.CN(C)N

```
! wB97M-V def2-TZVPD RIJCOSX def2/J DEFGRID3
* xyz 0 1
C 1.25940 -0.92756 -1.26886
C 1.73354 -0.49866 0.11559
C 1.20794 -1.18120 1.33858
O 3.18209 -0.10402 0.17068
C 2.26992 0.82140 0.21590
O 2.19599 2.01304 0.31887
H 1.89246 -1.76018 -1.76479
H 0.14661 -0.92878 -1.22501
H 1.22589 -0.01330 -1.92541
H 0.33651 -0.56226 1.76333
H 2.01118 -1.28708 1.98701
H 0.68863 -2.01613 1.11539
C -1.41712 1.01004 -1.27918
N -1.03614 0.30095 -0.01706
C -2.09988 -0.58824 0.33846
N -0.61984 1.03920 1.11708
H -0.64364 1.70284 -1.58391
H -1.54050 0.29271 -2.02760
H -2.41402 1.49357 -1.12893
H -2.13254 -1.32670 -0.50767
H -1.96374 -0.85847 1.40987
H -3.18136 -0.07405 0.29604
H 0.17230 1.66597 0.98464
H -1.27368 1.78689 1.55700
*
```

No. 6
A molecular structure, C9H24N2O2RuSe2Si, computed with ωB97M-V/def2-TZVPD.

Calculated values
- orbital gap (eV) = 8.1
- relative energy (zero: lowest compared OMol25 entry of this formula, charge and spin) (kJ/mol) = 0.0
- HOMO energy (eV) = -16.706
- E_LUMO (eV) = -8.62

```
! wB97M-V def2-TZVPD RIJCOSX def2/J DEFGRID3
* xyz 2 1
Ru -0.50853 -0.07602 0.50175
C 0.16591 3.19580 0.00586
Se -1.24059 1.99108 -0.61079
C -2.69218 2.48867 0.61443
C -2.30426 2.44458 2.07409
Se -1.51505 0.74243 2.64368
C -3.15346 -0.29403 2.76551
H -0.19388 4.20896 -0.16251
H 1.03671 3.00647 -0.61661
H 0.39865 3.03299 1.05369
H -3.49408 1.79078 0.37249
H -3.01161 3.48626 0.30915
H -3.19030 2.58051 2.69540
H -1.59614 3.22589 2.34291
H -3.68305 0.04443 3.65187
H -2.86619 -1.33675 2.86481
H -3.75126 -0.16701 1.86748
N 0.15833 -1.00899 -1.34549
N -0.73894 -2.05986 -1.56134
C -1.54864 -2.47404 -0.52862
O -2.22090 -3.44763 -0.53269
O -1.55125 -1.59617 0.53068
H 0.13551 -0.37358 -2.14043
H 1.11600 -1.35072 -1.24850
H -0.61097 -2.68280 -2.34707
C 0.37409 -2.12816 3.52175
Si 1.64152 -1.96929 2.17972
C 3.35399 -1.62729 2.79760
C 1.58704 -3.37222 0.95180
C 1.26566 -0.25930 1.18706
H 0.68757 -2.95473 4.16617
H -0.61826 -2.38362 3.14334
H 0.30552 -1.24316 4.15649
H 3.68538 -2.48991 3.38143
H 3.38270 -0.75484 3.45214
H 4.06451 -1.47553 1.98493
H 2.58578 -3.60329 0.58026
H 0.93884 -3.19307 0.09161
H 1.19635 -4.26230 1.44889
H 2.05025 -0.19622 0.42561
H 1.35793 0.48187 1.99103
*
```